1.
ORCA calculation (ωB97M-V with the def2-TZVPD basis set) on 10 unconnected molecules or ions with the total composition C36H46Br18F13NO6S at a distorted geometry.

Orbital gap = 0.31884 Eh
SMILES string = O=C(O)CCCc1ccc(S(=O)(=O)C(F)(F)C(F)(F)C(F)(F)C(F)(F)F)c2c1C(=O)N(C(F)(F)C(F)F)C2=O.BrCCBr.BrCCBr.BrCCBr.BrCCBr.BrCCBr.BrCCBr.BrCCBr.BrCCBr.BrCCBr
E_LUMO = -1.07 eV

CARTESIAN COORDINATES (ANGSTROEM)
O (-5.06, 4.41, 1.37)
C (-4.59, 5.23, 0.63)
O (-3.95, 6.33, 1.08)
C (-4.70, 5.11, -0.87)
C (-4.38, 3.68, -1.31)
C (-3.73, 3.60, -2.72)
C (-2.27, 3.32, -2.61)
C (-1.78, 2.03, -2.40)
C (-0.42, 1.77, -2.26)
C (0.52, 2.80, -2.34)
S (2.23, 2.43, -2.14)
O (3.05, 3.57, -1.91)
O (2.61, 1.50, -3.16)
C (2.38, 1.43, -0.56)
F (3.64, 0.99, -0.59)
F (1.55, 0.38, -0.58)
C (2.17, 2.30, 0.71)
F (3.33, 2.91, 0.99)
F (1.24, 3.24, 0.46)
C (1.73, 1.54, 1.99)
F (1.52, 2.48, 2.93)
F (0.59, 0.88, 1.80)
C (2.78, 0.57, 2.59)
F (3.84, 1.23, 3.03)
F (2.21, -0.04, 3.64)
F (3.15, -0.35, 1.72)
C (0.06, 4.10, -2.58)
C (-1.31, 4.34, -2.68)
C (-1.51, 5.81, -2.88)
O (-2.46, 6.39, -3.29)
N (-0.26, 6.42, -2.53)
C (-0.19, 7.20, -1.34)
F (1.08, 7.38, -0.98)
F (-0.81, 6.52, -0.32)
C (-0.89, 8.59, -1.47)
F (-2.14, 8.52, -0.97)
F (-0.96, 8.95, -2.76)
C (0.76, 5.42, -2.79)
O (1.81, 5.69, -3.23)
H (-3.37, 6.08, 1.81)
H (-5.72, 5.39, -1.13)
H (-4.03, 5.83, -1.33)
H (-3.70, 3.24, -0.59)
H (-5.30, 3.12, -1.34)
H (-4.22, 2.79, -3.25)
H (-3.91, 4.49, -3.30)
H (-2.48, 1.21, -2.34)
H (-0.10, 0.75, -2.10)
H (-0.33, 9.34, -0.92)
Br (-7.06, 3.89, -4.68)
C (-5.99, 3.77, -6.30)
C (-6.41, 2.59, -7.14)
Br (-5.77, 0.93, -6.37)
H (-4.95, 3.71, -5.99)
H (-6.16, 4.70, -6.84)
H (-5.96, 2.65, -8.13)
H (-7.48, 2.50, -7.23)
Br (6.17, -1.04, -5.32)
C (5.82, -0.41, -3.52)
C (5.43, -1.54, -2.60)
Br (3.60, -2.11, -2.91)
H (5.04, 0.35, -3.59)
H (6.74, 0.05, -3.18)
H (5.45, -1.20, -1.56)
H (6.06, -2.41, -2.71)
Br (0.58, -1.88, 7.67)
C (1.97, -0.67, 7.03)
C (3.34, -1.13, 7.44)
Br (3.69, -0.77, 9.32)
H (1.72, 0.32, 7.41)
H (1.87, -0.68, 5.95)
H (4.10, -0.58, 6.89)
H (3.48, -2.19, 7.29)
Br (-1.94, -0.58, -8.45)
C (-2.35, -2.18, -7.43)
C (-3.20, -1.87, -6.22)
Br (-2.16, -1.04, -4.80)
H (-1.41, -2.64, -7.17)
H (-2.90, -2.83, -8.11)
H (-3.60, -2.78, -5.79)
H (-4.01, -1.18, -6.44)
Br (-4.91, -5.23, 7.99)
C (-3.51, -4.06, 7.32)
C (-2.14, -4.53, 7.75)
Br (-1.79, -4.13, 9.62)
H (-3.73, -3.06, 7.68)
H (-3.60, -4.08, 6.24)
H (-1.37, -4.00, 7.19)
H (-2.01, -5.60, 7.62)
Br (8.69, -0.60, 5.06)
C (7.64, 0.31, 3.70)
C (6.57, -0.58, 3.15)
Br (7.30, -1.92, 1.94)
H (8.34, 0.64, 2.93)
H (7.20, 1.18, 4.19)
H (5.86, -0.01, 2.55)
H (6.03, -1.12, 3.92)
Br (-0.95, -5.13, -9.44)
C (-1.97, -5.45, -11.06)
C (-2.23, -4.18, -11.82)
Br (-3.61, -3.10, -10.98)
H (-2.89, -5.95, -10.76)
H (-1.37, -6.13, -11.65)
H (-2.61, -4.40, -12.82)
H (-1.35, -3.55, -11.90)
Br (-4.78, -7.52, 11.22)
C (-6.39, -8.61, 11.22)
C (-6.91, -8.84, 9.83)
Br (-7.80, -7.27, 9.12)
H (-7.11, -8.10, 11.86)
H (-6.10, -9.55, 11.68)
H (-7.67, -9.62, 9.84)
H (-6.13, -9.10, 9.13)
Br (7.23, -4.66, 5.10)
C (8.70, -4.79, 3.84)
C (9.81, -5.66, 4.37)
Br (10.86, -4.74, 5.73)
H (9.03, -3.78, 3.63)
H (8.28, -5.23, 2.94)
H (10.52, -5.90, 3.57)
H (9.45, -6.58, 4.82)


2.
ORCA calculation (ωB97M-V with the def2-TZVPD basis set) on 3 unconnected molecules or ions with the total composition C6H12Cl6 at a distorted geometry.

Energy above the lowest of the compared OMol25 structures with the same formula, charge and spin = 1.1148 eV
Orbital gap = 0.41127 Eh
SMILES string = ClCCCl.ClCCCl.ClCCCl
E_LUMO = 0.58 eV

CARTESIAN COORDINATES (ANGSTROEM)
Cl (-0.25, 2.95, -2.15)
C (-0.75, 2.10, -0.68)
C (-1.93, 2.79, -0.03)
Cl (-1.49, 4.28, 0.82)
H (-0.01, 2.36, 0.08)
H (-0.96, 1.05, -0.84)
H (-2.42, 2.13, 0.69)
H (-2.71, 3.06, -0.74)
Cl (5.87, 2.81, 1.23)
C (6.33, 1.49, 2.31)
C (6.84, 0.30, 1.45)
Cl (5.56, -0.60, 0.54)
H (5.42, 1.17, 2.81)
H (7.02, 1.92, 3.04)
H (7.19, -0.40, 2.20)
H (7.65, 0.70, 0.84)
Cl (-4.14, -2.83, 0.40)
C (-4.63, -3.80, -1.04)
C (-5.81, -3.40, -1.95)
Cl (-5.37, -1.89, -2.71)
H (-4.81, -4.84, -0.74)
H (-3.74, -3.94, -1.65)
H (-6.66, -3.19, -1.29)
H (-6.20, -4.21, -2.57)


3.
ORCA calculation (ωB97M-V with the def2-TZVPD basis set) on 2 unconnected molecules or ions with the total composition C5H6F2O at a distorted geometry.

Energy above the lowest of the compared OMol25 structures with the same formula, charge and spin = 1.3259 eV
Orbital gap = 0.43297 Eh
E_LUMO = 1.03 eV

CARTESIAN COORDINATES (ANGSTROEM)
C (3.30, 1.19, -0.30)
C (-0.02, -1.59, -0.05)
C (0.32, -0.15, -0.46)
C (1.36, -1.05, 0.11)
C (-0.15, 1.15, 0.26)
O (4.33, 0.87, 0.08)
F (2.34, -1.66, -0.68)
F (1.82, -0.90, 1.37)
H (0.48, 0.10, -1.45)
H (-0.71, -1.73, 0.74)
H (-0.35, -2.23, -0.97)
H (0.64, 1.54, 0.73)
H (-1.02, 0.81, 0.91)
H (-0.56, 1.84, -0.51)


4.
ORCA calculation (ωB97M-V with the def2-TZVPD basis set) on 2 unconnected molecules or ions with the total composition C2H9NS at a distorted geometry.

Energy above the lowest of the compared OMol25 structures with the same formula, charge and spin = 1.1644 eV
Orbital gap = 0.34437 Eh
SMILES string = CSC.N
E_LUMO = 0.98 eV

CARTESIAN COORDINATES (ANGSTROEM)
C (-1.07, 0.62, -0.63)
S (0.53, 0.68, 0.07)
C (0.26, 1.47, 1.57)
H (-0.84, 0.53, -1.71)
H (-1.76, -0.19, -0.20)
H (-1.61, 1.61, -0.43)
H (1.26, 1.51, 2.20)
H (-0.36, 1.06, 2.31)
H (-0.05, 2.47, 1.62)
N (0.85, -2.54, -1.21)
H (0.99, -2.14, -2.05)
H (0.08, -2.25, -0.76)
H (1.72, -2.82, -0.78)


5.
ORCA calculation (ωB97M-V with the def2-TZVPD basis set) on 7 unconnected molecules or ions with the total composition C20H44ClN4O10 at a distorted geometry.

Energy above the lowest of the compared OMol25 structures with the same formula, charge and spin = 4.1556 eV
Orbital gap = 0.09344 Eh
Net charge = -3
E_LUMO = 5.19 eV

CARTESIAN COORDINATES (ANGSTROEM)
N (1.12, -3.59, -3.55)
H (0.30, -3.02, -3.50)
H (1.09, -4.27, -2.81)
H (1.90, -2.95, -3.48)
H (1.15, -4.05, -4.46)
N (-0.25, -0.77, -1.19)
H (0.68, -1.16, -1.12)
H (-0.19, 0.24, -1.19)
H (-0.88, -1.19, -0.52)
H (-0.67, -0.94, -2.10)
C (-0.17, -3.29, 0.97)
C (-1.53, -3.20, 0.35)
C (-1.93, -4.40, -0.61)
O (-3.11, -4.58, -0.92)
C (-0.83, -5.11, -1.25)
C (0.39, -5.06, -0.70)
C (0.69, -4.23, 0.55)
O (1.73, -4.37, 1.33)
O (1.29, -5.67, -1.42)
O (-2.29, -2.24, 0.44)
H (-0.03, -2.74, 1.89)
H (-1.04, -5.60, -2.19)
O (-4.30, -1.31, -3.05)
C (-3.33, -0.41, -3.53)
C (-1.96, -0.91, -4.33)
O (-1.14, -1.88, -3.70)
H (-3.00, 0.18, -2.68)
H (-3.77, 0.36, -4.16)
H (-1.41, -0.02, -4.60)
H (-2.32, -1.26, -5.30)
Cl (3.90, -2.08, -1.85)
O (3.85, -1.68, -3.21)
O (4.91, -1.38, -1.14)
O (2.60, -1.84, -1.28)
O (4.20, -3.50, -1.83)
C (0.84, 1.69, 6.47)
C (0.54, 1.60, 4.98)
N (-0.90, 1.54, 4.65)
C (-1.25, 1.41, 3.23)
C (-0.63, 0.14, 2.64)
C (-1.69, 2.61, 5.29)
C (-1.26, 3.98, 4.83)
H (0.51, 2.66, 6.85)
H (1.92, 1.68, 6.63)
H (0.36, 0.92, 7.07)
H (1.00, 2.47, 4.51)
H (1.04, 0.69, 4.64)
H (-0.89, 2.24, 2.63)
H (-2.32, 1.31, 3.11)
H (-1.15, -0.09, 1.72)
H (-0.73, -0.74, 3.28)
H (0.44, 0.32, 2.51)
H (-2.75, 2.48, 5.07)
H (-1.77, 2.52, 6.38)
H (-1.85, 4.74, 5.35)
H (-0.24, 4.06, 5.21)
H (-1.31, 4.12, 3.75)
C (-1.66, 2.61, -1.12)
C (-0.40, 2.75, -1.95)
N (0.64, 1.84, -1.50)
C (1.73, 1.96, -2.52)
C (1.37, 1.41, -3.89)
C (1.19, 2.30, -0.23)
C (2.25, 1.42, 0.33)
H (-2.41, 3.15, -1.69)
H (-1.58, 3.14, -0.17)
H (-2.01, 1.59, -0.96)
H (-0.78, 2.34, -2.88)
H (-0.09, 3.78, -2.14)
H (2.05, 2.98, -2.73)
H (2.63, 1.41, -2.23)
H (1.10, 0.36, -3.83)
H (0.68, 2.12, -4.35)
H (2.25, 1.47, -4.52)
H (0.37, 2.32, 0.48)
H (1.56, 3.32, -0.33)
H (3.15, 1.27, -0.26)
H (1.85, 0.41, 0.50)
H (2.54, 1.65, 1.36)


6.
ORCA calculation (ωB97M-V with the def2-TZVPD basis set) on 7 unconnected molecules or ions with the total composition C18H52N2O9 at a distorted geometry.

Energy above the lowest of the compared OMol25 structures with the same formula, charge and spin = 2.0394 eV
Orbital gap = 0.31715 Eh
SMILES string = COCCNCCOC.COCCNCCOC.CCO.CCO.CCO.O.O
E_LUMO = 0.02 eV

CARTESIAN COORDINATES (ANGSTROEM)
C (-5.38, 5.29, 3.46)
O (-4.59, 4.20, 3.07)
C (-3.47, 3.97, 3.92)
C (-2.89, 2.62, 3.52)
N (-3.80, 1.55, 3.90)
C (-3.28, 0.22, 3.59)
C (-3.21, -0.02, 2.09)
O (-4.47, 0.17, 1.49)
C (-4.45, 0.04, 0.09)
H (-5.73, 5.17, 4.50)
H (-6.26, 5.32, 2.83)
H (-4.88, 6.27, 3.41)
H (-3.90, 3.85, 4.92)
H (-2.74, 4.77, 3.80)
H (-1.91, 2.54, 4.02)
H (-2.62, 2.65, 2.46)
H (-4.60, 1.60, 3.26)
H (-3.94, -0.53, 4.02)
H (-2.33, 0.04, 4.09)
H (-2.89, -1.07, 1.93)
H (-2.40, 0.55, 1.61)
H (-5.49, -0.20, -0.18)
H (-3.81, -0.79, -0.22)
H (-4.17, 0.97, -0.42)
C (1.65, -3.40, -6.92)
O (2.74, -2.71, -6.37)
C (2.57, -1.30, -6.29)
C (3.59, -0.79, -5.28)
N (3.18, -1.08, -3.91)
C (4.12, -0.56, -2.94)
C (3.65, -0.99, -1.55)
O (3.48, -2.39, -1.52)
C (2.79, -2.85, -0.39)
H (1.78, -4.46, -6.70)
H (1.57, -3.27, -8.00)
H (0.69, -3.10, -6.48)
H (1.54, -1.01, -6.05)
H (2.75, -0.91, -7.30)
H (3.71, 0.29, -5.38)
H (4.52, -1.32, -5.51)
H (2.93, -2.05, -3.82)
H (4.11, 0.54, -2.93)
H (5.16, -0.84, -3.15)
H (2.76, -0.44, -1.22)
H (4.44, -0.76, -0.82)
H (2.66, -3.93, -0.46)
H (1.76, -2.46, -0.27)
H (3.33, -2.52, 0.50)
C (2.24, 0.07, 4.27)
C (3.30, -0.75, 3.52)
O (3.68, -0.02, 2.38)
H (1.96, -0.46, 5.19)
H (1.34, -0.01, 3.64)
H (2.47, 1.10, 4.53)
H (2.95, -1.76, 3.27)
H (4.17, -0.95, 4.15)
H (3.02, -0.08, 1.68)
C (-0.61, -2.78, -2.39)
C (-1.13, -1.43, -1.93)
O (0.02, -0.67, -1.47)
H (0.09, -3.23, -1.68)
H (-0.04, -2.64, -3.31)
H (-1.45, -3.46, -2.52)
H (-1.77, -1.50, -1.05)
H (-1.60, -0.90, -2.76)
H (0.37, -0.14, -2.19)
C (1.16, 2.50, -0.55)
C (-0.07, 2.71, 0.31)
O (0.23, 2.50, 1.69)
H (1.73, 1.60, -0.31)
H (1.79, 3.39, -0.49)
H (0.92, 2.35, -1.61)
H (-0.81, 1.93, 0.06)
H (-0.53, 3.68, 0.18)
H (0.25, 1.56, 1.86)
O (0.37, -0.42, 1.27)
H (-0.13, -1.07, 1.81)
H (0.08, -0.57, 0.35)
O (-0.82, -2.11, 3.30)
H (-1.47, -2.78, 3.07)
H (0.02, -2.59, 3.30)


7.
ORCA calculation (ωB97M-V with the def2-TZVPD basis set) on C20H12N8O2S2 in the gas phase at a distorted geometry.

Energy above the lowest of the compared OMol25 structures with the same formula, charge and spin = 0.0000 eV
Orbital gap = 0.26567 Eh
SMILES string = O=C(C1=NN(c2nncs2)C(C(=O)c2ccccc2)=NN1c1nncs1)c1ccccc1
E_LUMO = -0.88 eV

CARTESIAN COORDINATES (ANGSTROEM)
O (-1.62, -1.34, -3.59)
C (-0.61, -1.30, -2.91)
C (-0.56, -0.40, -1.67)
N (0.58, 0.19, -1.33)
N (0.62, 1.05, -0.26)
C (1.89, 1.37, 0.28)
N (2.01, 1.94, 1.45)
N (3.30, 2.17, 1.81)
C (4.17, 1.73, 0.94)
S (3.42, 0.96, -0.47)
C (-0.60, 1.45, 0.35)
C (-0.62, 2.66, 1.21)
O (-0.61, 3.74, 0.62)
C (-0.72, 2.61, 2.68)
C (-0.73, 1.44, 3.39)
C (-0.90, 1.46, 4.81)
C (-1.06, 2.66, 5.49)
C (-1.00, 3.87, 4.80)
C (-0.86, 3.84, 3.41)
N (-1.74, 0.87, 0.05)
N (-1.74, -0.14, -0.87)
C (-2.81, -1.07, -0.80)
N (-2.74, -2.31, -1.26)
N (-3.79, -3.10, -0.90)
C (-4.61, -2.51, -0.10)
S (-4.22, -0.81, 0.17)
C (0.57, -2.08, -3.34)
C (1.55, -2.43, -2.39)
C (2.65, -3.18, -2.78)
C (2.75, -3.65, -4.11)
C (1.80, -3.33, -5.05)
C (0.68, -2.58, -4.67)
H (5.22, 1.91, 1.07)
H (-0.56, 0.45, 2.93)
H (-0.89, 0.50, 5.36)
H (-1.24, 2.64, 6.55)
H (-1.01, 4.82, 5.29)
H (-0.81, 4.83, 2.90)
H (-5.45, -3.05, 0.25)
H (1.47, -2.14, -1.34)
H (3.44, -3.46, -2.07)
H (3.54, -4.32, -4.39)
H (1.94, -3.62, -6.07)
H (-0.08, -2.35, -5.43)


8.
ORCA calculation (ωB97M-V with the def2-TZVPD basis set) on 3 unconnected molecules or ions with the total composition C3H12N6O3 at a distorted geometry.

Energy above the lowest of the compared OMol25 structures with the same formula, charge and spin = 1.3352 eV
Orbital gap = 0.34734 Eh
SMILES string = NC(N)=O.NC(N)=O.NC(N)=O
E_LUMO = -0.25 eV

CARTESIAN COORDINATES (ANGSTROEM)
N (23.92, -9.65, 8.47)
C (24.27, -9.48, 9.72)
N (23.39, -9.96, 10.52)
O (25.28, -8.90, 9.99)
H (24.51, -9.21, 7.77)
H (23.10, -10.18, 8.23)
H (22.63, -10.59, 10.30)
H (23.63, -9.88, 11.50)
N (19.44, -10.44, 3.83)
C (18.49, -11.32, 3.81)
N (18.69, -12.23, 4.73)
O (17.51, -11.27, 3.09)
H (20.11, -10.32, 4.57)
H (19.14, -9.63, 3.29)
H (17.98, -12.90, 4.97)
H (19.32, -11.92, 5.46)
N (21.49, -12.50, -0.58)
C (21.39, -13.62, -1.29)
N (21.54, -14.78, -0.65)
O (21.22, -13.53, -2.50)
H (21.34, -11.65, -1.09)
H (21.44, -12.63, 0.42)
H (21.08, -15.53, -1.14)
H (21.77, -14.90, 0.33)


- Among the records above, which one has the lowest E_LUMO?
  C36H46Br18F13NO6S


- The lowest orbital gap belongs to which entry?
  C20H44ClN4O10


- Which formula does entry 5 have?
  C20H44ClN4O10